1.
Below is 2 unconnected molecules or ions with the total composition C39H30F3N3O, with properties calculated with ωB97M-V/def2-TZVPD.

Properties
HOMO-LUMO gap ... 5.105 eV
HOMO energy ... -7.3051 eV

```
! RIJCOSX wB97M-V def2-TZVPD def2/J DEFGRID3
* xyz 0 1
C -6.780 2.354 -2.928
C -7.087 2.429 -1.563
C -6.515 1.521 -0.676
C -5.647 0.532 -1.157
N -5.074 -0.374 -0.215
C -5.601 -1.692 -0.131
C -5.205 -2.657 -1.063
C -5.807 -3.916 -1.046
C -6.783 -4.208 -0.088
C -7.161 -3.246 0.856
C -6.572 -1.981 0.833
C -3.814 -0.075 0.339
C -3.677 0.057 1.730
C -2.460 0.414 2.278
C -1.303 0.520 1.453
C -0.028 0.839 1.997
C 1.202 0.365 1.459
C 2.382 1.123 1.686
C 3.577 0.798 1.081
C 3.686 -0.398 0.336
N 4.909 -0.749 -0.209
C 5.146 -2.048 -0.746
C 5.009 -2.271 -2.119
C 5.308 -3.529 -2.647
C 5.797 -4.540 -1.812
C 5.946 -4.307 -0.440
C 5.606 -3.067 0.099
C 5.861 0.266 -0.527
C 7.043 0.363 0.217
C 7.959 1.373 -0.079
C 7.732 2.233 -1.160
C 6.586 2.081 -1.947
C 5.642 1.107 -1.623
C 2.558 -1.235 0.196
C 1.333 -0.845 0.707
C -1.464 0.367 0.047
C -2.712 0.130 -0.500
C -5.360 0.434 -2.515
C -5.920 1.359 -3.402
H -7.219 3.072 -3.623
H -7.769 3.190 -1.183
H -6.727 1.534 0.395
H -4.441 -2.397 -1.799
H -5.509 -4.662 -1.784
H -7.257 -5.191 -0.080
H -7.916 -3.471 1.610
H -6.852 -1.200 1.543
H -4.563 -0.108 2.346
H -2.357 0.585 3.352
H 0.019 1.389 2.942
H 2.306 2.000 2.328
H 4.449 1.446 1.189
H 4.661 -1.455 -2.755
H 5.162 -3.708 -3.713
H 6.069 -5.509 -2.233
H 6.326 -5.090 0.216
H 5.707 -2.856 1.166
H 7.210 -0.348 1.030
H 8.850 1.484 0.539
H 8.457 3.014 -1.396
H 6.414 2.723 -2.811
H 4.735 0.971 -2.217
H 2.669 -2.176 -0.345
H 0.458 -1.481 0.552
H -0.598 0.466 -0.607
H -2.849 0.053 -1.578
H -4.698 -0.365 -2.856
H -5.680 1.290 -4.463
H -0.487 3.030 1.870
N -0.374 3.938 2.320
C 0.387 3.933 3.386
C 0.486 5.467 3.875
F 1.270 6.163 2.991
F -0.734 6.071 3.931
F 1.059 5.585 5.101
O 1.023 3.086 4.040
*
```

***

2.
Below is a gas-phase ion, C8H12 (charge +1), with properties calculated with ωB97M-V/def2-TZVPD.

Properties
Expectation value of S² ... 0.78
HOMO-LUMO gap (alpha / beta) ... 9.264 / 5.913 eV
HOMO energy (alpha / beta) ... -13.7936 / -13.7012 eV

```
! RIJCOSX wB97M-V def2-TZVPD def2/J DEFGRID3
* xyz 1 2
C -2.337 0.465 -0.351
C -1.115 -0.086 -1.016
C -1.067 -0.506 -2.288
C 0.761 0.691 0.329
C 0.037 -0.320 -0.162
C 0.402 -1.760 0.072
C 2.310 1.487 2.129
C 1.810 0.492 1.360
H -3.250 -0.088 -0.846
H -2.641 0.620 0.741
H -2.589 1.511 -0.681
H -0.158 -0.991 -2.657
H -1.876 -0.273 -3.148
H 0.437 1.642 -0.075
H 1.280 -1.916 -0.493
H -0.277 -2.519 -0.166
H 0.771 -1.975 1.099
H 2.278 2.499 1.866
H 3.117 1.554 2.774
H 2.108 -0.526 1.514
*
```

***

3.
Below is a molecular structure, C40H50F18N4O12, with properties calculated with ωB97M-V/def2-TZVPD.

Properties
HOMO-LUMO gap ... 6.701 eV
HOMO energy ... -6.7000 eV

```
! RIJCOSX wB97M-V def2-TZVPD def2/J DEFGRID3
* xyz 0 1
N -3.509 0.461 -2.514
C -2.579 -0.383 -3.050
C -1.989 0.235 -4.132
C -2.563 1.523 -4.191
C -3.512 1.643 -3.151
H -4.026 0.334 -1.656
H -2.353 -1.375 -2.687
H -1.216 -0.150 -4.780
H -2.389 2.300 -4.920
H -4.185 2.419 -2.817
N 0.589 0.625 -1.064
C 0.595 0.354 0.309
C -0.239 -0.727 0.592
C -0.954 -0.893 -0.629
C -0.387 -0.158 -1.689
H 1.124 1.398 -1.431
H 1.296 0.827 0.980
H -0.346 -1.334 1.479
H -1.681 -1.682 -0.748
H -0.685 -0.069 -2.723
N 1.229 1.828 3.906
C 0.001 2.376 4.140
C -0.946 1.737 3.361
C -0.301 0.805 2.618
C 1.048 0.840 2.994
H 2.096 2.092 4.351
H -0.012 3.133 4.910
H -1.998 1.981 3.346
H -0.804 0.053 2.028
H 1.908 0.225 2.773
N 2.080 3.026 -5.089
C 1.072 2.688 -4.201
C 1.601 1.936 -3.191
C 2.983 1.930 -3.491
C 3.242 2.622 -4.622
H 1.941 3.650 -5.871
H 0.006 2.844 -4.131
H 1.154 1.556 -2.285
H 3.718 1.394 -2.909
H 4.167 2.827 -5.141
C 4.914 -3.025 2.066
C 4.049 -2.810 0.873
O 3.992 -1.381 0.632
C 3.102 -0.595 1.231
O 2.213 -0.959 2.022
C 3.165 0.903 0.695
F 3.081 0.794 -0.602
F 2.164 1.622 1.247
F 4.304 1.521 1.090
H 5.830 -2.515 1.768
H 5.260 -4.058 2.111
H 4.592 -2.562 2.999
H 3.091 -3.293 1.068
H 4.367 -3.192 -0.097
C -2.146 -2.955 1.095
C -1.014 -3.891 1.431
O 0.259 -3.561 0.872
C 0.621 -4.213 -0.259
O -0.023 -5.087 -0.835
C 2.014 -3.818 -0.884
F 2.545 -2.777 -0.210
F 2.819 -4.845 -0.663
F 2.103 -3.622 -2.134
H -3.075 -3.185 1.618
H -2.292 -2.942 0.015
H -1.791 -1.967 1.387
H -1.260 -4.947 1.317
H -0.765 -3.864 2.492
C 0.790 2.642 0.410
C 0.746 3.389 1.711
O 1.823 4.299 1.640
C 2.874 4.339 2.564
O 2.954 3.891 3.694
C 4.109 5.150 2.023
F 3.688 6.184 1.342
F 4.931 5.583 2.970
F 4.747 4.303 1.253
H 1.823 2.333 0.246
H 0.575 3.423 -0.319
H 0.028 1.878 0.253
H 0.827 2.725 2.571
H -0.203 3.922 1.758
C 0.606 -1.396 4.133
C 0.847 -2.360 2.975
O 2.117 -3.078 3.091
C 2.321 -4.326 2.493
O 1.547 -4.908 1.722
C 3.719 -4.877 2.801
F 4.341 -5.250 1.610
F 4.454 -3.990 3.464
F 3.552 -6.008 3.445
H -0.321 -0.849 3.960
H 1.438 -0.709 4.286
H 0.561 -2.008 5.033
H 0.820 -1.769 2.059
H -0.035 -2.989 2.860
C -3.350 -1.790 -1.297
C -4.805 -1.321 -1.276
O -5.810 -2.275 -0.743
C -6.191 -2.263 0.513
O -5.897 -1.350 1.284
C -7.094 -3.391 0.974
F -7.143 -4.346 0.086
F -6.691 -3.925 2.165
F -8.215 -2.821 1.110
H -3.130 -2.465 -0.471
H -2.673 -0.950 -1.138
H -2.950 -2.293 -2.178
H -5.012 -1.054 -2.312
H -4.803 -0.347 -0.787
C -0.690 1.804 -1.893
C -1.643 2.935 -1.645
O -1.931 3.528 -2.902
C -3.122 4.113 -3.174
O -4.085 4.003 -2.357
C -3.170 4.866 -4.527
F -1.952 5.276 -4.913
F -3.712 4.176 -5.498
F -3.933 5.988 -4.269
H -1.368 1.029 -2.251
H -0.236 1.437 -0.972
H 0.149 1.928 -2.577
H -1.058 3.633 -1.045
H -2.458 2.664 -0.975
*
```

***

4.
Below is a molecular structure, C51H59Cl15N10O10V2, with properties calculated with ωB97M-V/def2-TZVPD.

Properties
Expectation value of S² ... 2.11
HOMO-LUMO gap (alpha / beta) ... 8.064 / 8.118 eV
HOMO energy (alpha / beta) ... -8.5010 / -8.5064 eV

```
! RIJCOSX wB97M-V def2-TZVPD def2/J DEFGRID3
* xyz 0 3
O -2.236 2.251 -0.937
V -0.996 3.142 -0.307
O 2.856 1.792 -0.311
V 2.118 1.874 1.071
C 1.455 6.064 1.504
C 1.350 5.172 0.215
C 2.530 5.531 -0.688
O 0.977 3.791 0.429
H 0.547 5.907 2.087
H 1.751 7.075 1.225
H 2.252 5.762 2.184
H 0.433 5.563 -0.225
H 3.515 5.458 -0.229
H 2.542 6.558 -1.055
H 2.513 4.799 -1.495
C -1.406 -0.868 0.370
C -0.092 -0.368 -0.129
C 0.151 -0.632 -1.612
O 0.156 1.031 0.248
H -2.242 -0.552 -0.255
H -1.636 -0.679 1.418
H -1.367 -1.952 0.257
H 0.697 -0.938 0.361
H -0.066 -1.644 -1.956
H 1.196 -0.527 -1.906
H -0.465 0.008 -2.243
N 4.982 2.913 1.889
O 5.858 3.525 2.532
O 5.298 2.146 1.005
O 3.783 3.078 2.131
N -2.607 6.166 -0.225
O -3.160 6.531 -1.237
O -2.746 6.752 0.811
O -1.949 5.110 -0.338
N 4.236 -0.540 -1.600
C 5.496 0.011 -1.750
C 6.186 0.106 -2.985
C 5.646 -0.444 -4.111
C 4.372 -0.961 -3.982
C 3.744 -1.146 -2.725
H 5.897 0.466 -0.857
H 7.154 0.583 -3.013
H 6.081 -0.405 -5.098
H 3.908 -1.423 -4.841
H 2.860 -1.754 -2.603
N 2.905 0.106 1.914
C 3.085 -1.200 1.475
C 3.279 -2.325 2.250
C 3.503 -2.191 3.620
C 3.681 -0.891 4.099
C 3.331 0.185 3.231
H 2.990 -1.381 0.415
H 3.235 -3.330 1.856
H 3.776 -2.890 4.397
H 3.983 -0.663 5.110
H 3.534 1.101 3.764
N 2.700 -4.533 -6.257
C 3.008 -5.142 -7.452
C 2.114 -5.450 -8.444
C 0.819 -5.012 -8.362
C 0.469 -4.291 -7.215
C 1.446 -4.071 -6.246
H 4.015 -5.531 -7.422
H 2.503 -5.872 -9.360
H 0.120 -5.330 -9.121
H -0.536 -3.916 -7.088
H 1.218 -3.557 -5.324
N -0.230 3.496 -2.488
C 0.807 2.746 -2.960
C 1.598 3.121 -4.009
C 1.354 4.274 -4.754
C 0.377 5.094 -4.311
C -0.399 4.684 -3.175
H 1.125 1.863 -2.426
H 2.396 2.436 -4.258
H 1.976 4.522 -5.601
H 0.267 6.091 -4.711
H -1.152 5.371 -2.817
N 0.905 2.001 3.217
C 0.287 0.849 3.702
C -0.190 0.772 5.006
C -0.303 1.916 5.827
C 0.278 3.096 5.319
C 0.943 3.101 4.073
H 0.222 -0.037 3.088
H -0.645 -0.139 5.367
H -0.620 1.866 6.858
H 0.401 3.906 6.023
H 1.529 3.944 3.739
N 0.606 -2.222 6.243
C 0.256 -2.144 7.561
C -0.581 -3.112 8.058
C -0.964 -4.278 7.341
C -0.590 -4.336 6.007
C 0.196 -3.252 5.524
H 0.594 -1.281 8.116
H -0.880 -3.078 9.095
H -1.508 -5.096 7.789
H -0.991 -5.203 5.504
H 0.398 -3.073 4.479
N 0.945 -4.795 -0.038
C 0.945 -5.495 -1.140
C -0.189 -5.928 -1.850
C -1.418 -5.430 -1.438
C -1.432 -4.687 -0.254
C -0.233 -4.524 0.437
H 1.898 -5.890 -1.461
H -0.130 -6.466 -2.784
H -2.302 -5.725 -1.983
H -2.336 -4.428 0.278
H -0.210 -4.261 1.484
N -2.272 3.008 1.842
C -2.348 4.059 2.726
C -2.729 3.980 4.065
C -3.272 2.723 4.477
C -3.228 1.697 3.605
C -2.854 1.815 2.264
H -1.761 4.928 2.469
H -2.651 4.861 4.684
H -3.701 2.674 5.467
H -3.517 0.737 4.007
H -3.013 1.013 1.558
C -3.990 -3.337 3.871
Cl -3.089 -4.903 3.946
Cl -4.103 -2.825 2.180
Cl -3.479 -2.046 5.000
H -4.982 -3.683 4.161
C -5.955 -6.236 0.287
Cl -6.763 -5.098 1.373
Cl -4.710 -5.523 -0.605
Cl -7.141 -7.047 -0.795
H -5.440 -6.939 0.940
C -1.792 -0.104 -6.161
Cl -3.119 -0.914 -5.356
Cl -0.786 -1.258 -7.081
Cl -1.012 0.928 -4.912
H -2.174 0.525 -6.965
C -5.070 -0.425 -1.426
Cl -5.915 -1.712 -0.585
Cl -5.053 1.081 -0.538
Cl -5.750 -0.084 -3.015
H -4.050 -0.744 -1.639
C -4.742 4.180 -3.701
Cl -6.273 4.000 -4.632
Cl -3.513 2.928 -4.170
Cl -5.143 4.145 -1.983
H -4.359 5.181 -3.898
*
```

***

5.
Below is 10 unconnected molecules or ions with the total composition C28H78N2O16, with properties calculated with ωB97M-V/def2-TZVPD.

Properties
HOMO-LUMO gap ... 8.608 eV
HOMO energy ... -8.5209 eV
SMILES ... COCCNCCOC.COCCNCCOC.OCCO.OCCO.OCCO.OCCO.CCO.CCO.CCO.CCO

```
! RIJCOSX wB97M-V def2-TZVPD def2/J DEFGRID3
* xyz 0 1
C -3.930 3.037 0.538
O -3.743 1.699 0.799
C -3.241 1.463 2.062
C -3.233 -0.059 2.440
N -2.605 -0.215 3.752
C -2.867 -1.505 4.359
C -1.911 -1.889 5.506
O -2.246 -2.662 6.445
C -2.877 -3.790 6.122
H -4.777 2.980 -0.161
H -3.061 3.488 0.072
H -4.100 3.601 1.471
H -3.716 1.994 2.833
H -2.250 1.705 2.099
H -2.579 -0.580 1.646
H -4.225 -0.521 2.562
H -2.776 0.672 4.290
H -2.823 -2.291 3.591
H -3.861 -1.441 4.834
H -1.606 -0.954 6.074
H -0.996 -2.268 5.063
H -3.864 -3.616 5.840
H -2.858 -4.349 7.091
H -2.482 -4.493 5.363
C 0.820 1.647 -4.746
O 0.755 0.287 -4.830
C 1.676 -0.458 -4.053
C 1.303 -1.891 -4.223
N 2.019 -2.642 -3.235
C 1.394 -3.911 -3.354
C 1.790 -5.010 -2.345
O 1.451 -6.196 -2.390
C 0.118 -6.405 -1.857
H 0.182 2.032 -5.498
H 1.741 2.028 -5.163
H 0.634 2.182 -3.806
H 1.603 -0.222 -3.007
H 2.554 -0.168 -4.550
H 1.430 -2.252 -5.204
H 0.291 -1.991 -3.993
H 1.831 -2.281 -2.234
H 1.549 -4.416 -4.347
H 0.277 -3.883 -3.152
H 1.751 -4.633 -1.401
H 2.877 -5.114 -2.438
H -0.658 -5.820 -2.318
H 0.060 -6.017 -0.825
H -0.039 -7.390 -1.724
O 1.315 -2.207 -0.237
C 2.136 -1.024 0.056
C 3.551 -1.267 0.114
O 4.170 -0.070 0.423
H 0.448 -2.071 0.074
H 1.792 -0.272 -0.584
H 1.904 -0.722 1.026
H 3.944 -1.587 -0.897
H 3.911 -2.126 0.849
H 5.088 -0.156 0.202
O -2.168 -1.310 -0.983
C -1.584 -2.314 -1.693
C -2.533 -2.908 -2.635
O -2.090 -4.071 -3.347
H -2.749 -1.716 -0.351
H -0.650 -2.017 -2.266
H -1.226 -3.054 -0.950
H -2.590 -2.165 -3.350
H -3.545 -3.285 -2.282
H -2.243 -4.871 -2.776
O 5.907 0.326 -4.049
C 4.966 1.320 -3.963
C 4.237 1.244 -2.656
O 3.240 2.263 -2.497
H 5.459 -0.423 -4.367
H 5.450 2.252 -4.114
H 4.217 1.227 -4.735
H 4.897 1.429 -1.894
H 3.950 0.191 -2.518
H 3.437 2.739 -1.670
O 1.470 4.113 1.487
C 2.633 4.193 0.649
C 3.349 2.910 0.533
O 4.456 3.295 -0.147
H 0.930 3.433 1.089
H 2.454 4.608 -0.348
H 3.313 5.019 1.060
H 2.805 2.072 0.035
H 3.495 2.612 1.590
H 5.233 3.126 0.364
C -1.331 4.160 3.684
C -1.533 3.715 5.009
O -1.163 2.339 5.110
H -2.252 3.868 3.136
H -0.579 3.614 3.140
H -1.173 5.232 3.616
H -2.562 3.775 5.307
H -0.910 4.268 5.838
H -0.964 2.006 5.986
C 1.817 0.985 3.620
C 0.774 0.134 4.099
O -0.059 -0.266 3.069
H 2.528 0.519 2.874
H 2.472 1.306 4.423
H 1.299 1.797 3.217
H 0.222 0.422 5.027
H 1.248 -0.798 4.400
H -0.924 0.103 3.381
C -0.300 2.331 -1.042
C -0.373 1.156 -0.168
O 0.249 1.561 0.959
H -0.917 3.159 -0.677
H -0.716 2.097 -2.029
H 0.735 2.635 -1.246
H -0.156 0.137 -0.491
H -1.473 1.003 0.140
H -0.037 1.110 1.741
C -3.667 1.898 -4.170
C -3.313 1.099 -2.957
O -3.998 -0.101 -2.814
H -3.021 2.830 -4.161
H -4.706 2.207 -4.096
H -3.431 1.308 -5.119
H -3.596 1.728 -2.115
H -2.169 0.902 -2.949
H -3.630 -0.517 -2.040
*
```

***

So what do the calculations give for largest force on an atom? Going down the list: 1.78; 4.58; 14.25; 4.49; 10.83 eV/Å.